[1]
Density functional theory data (ωB97M-V with the def2-TZVPD basis set) for a structure of composition C12H26AlN6O6S.

HOMO energy (alpha / beta), eV: -10.07 / -10.07
Orbital gap (alpha / beta), eV: 5.3 / 5.3
Charge: +1

Last column: Löwdin charge in e.
Atoms and positions in Å:
O1 0.127 0.296 -3.281  -0.0967
H1 -0.352 0.066 -4.097  0.1134
Al1 0.546 -0.304 -0.325  -0.0971
N1 0.377 1.363 0.576  -0.1448
N2 1.860 0.679 -1.334  -0.1914
N3 -0.715 -1.122 0.862  0.0030
N4 0.323 -1.918 -1.254  -0.0238
O2 -0.576 1.739 1.393  -0.1546
O3 -1.182 -0.605 2.032  0.0110
O4 1.047 -2.245 -2.383  0.0448
O5 2.593 0.087 -2.209  -0.1148
C1 2.153 1.906 -0.822  -0.2326
C2 1.413 2.214 0.344  -0.2197
C3 -1.041 -2.392 0.569  -0.1961
C4 -0.495 -2.819 -0.680  -0.1873
C5 1.618 3.347 1.279  0.0064
H2 1.844 2.976 2.291  0.0917
H3 0.704 3.952 1.338  0.1019
H4 2.439 3.995 0.956  0.0810
C6 3.130 2.806 -1.490  0.0017
H5 2.825 2.993 -2.528  0.1017
H6 4.146 2.391 -1.491  0.0990
H7 3.134 3.783 -0.991  0.0754
C7 -1.851 -3.220 1.499  0.0242
C8 -0.843 -4.105 -1.327  0.0272
H8 -2.496 -2.576 2.106  0.1009
H9 -1.207 -3.800 2.180  0.1034
H10 -2.462 -3.933 0.933  0.0973
H11 -0.268 -4.253 -2.244  0.0976
H12 -1.914 -4.101 -1.575  0.1151
H13 -0.683 -4.939 -0.633  0.1083
H14 -1.030 0.432 1.888  0.0609
H15 1.661 -1.451 -2.509  0.0940
C9 -0.870 0.603 -2.253  -0.0863
H16 -0.492 1.417 -1.621  0.0917
H17 -1.153 -0.319 -1.715  0.0818
H18 -1.785 0.981 -2.736  0.1213
O6 -3.758 2.218 0.143  -0.0631
H19 -3.914 1.566 -0.560  0.0296
H20 -2.790 2.295 0.229  0.0140
S1 2.477 -1.174 0.790  0.9266
C10 1.961 -1.219 2.420  -0.7109
N5 1.386 -2.261 3.043  0.0449
C11 1.111 -1.995 4.444  -0.1149
C12 1.627 -0.570 4.629  -0.1110
N6 2.054 -0.200 3.295  0.0608
H21 1.232 -3.151 2.585  0.1492
H22 1.651 -2.707 5.074  0.1283
H23 0.040 -2.080 4.655  0.1254
H24 2.472 -0.530 5.325  0.1306
H25 0.848 0.108 4.980  0.1298
H26 2.548 0.653 3.063  0.1512

[2]
Density functional theory data (ωB97M-V with the def2-TZVPD basis set) for a structure of composition C12H26B2F10N2O20S6Zr.

HOMO energy, eV: -11.39
Orbital gap, eV: 9.6

Last column: Löwdin charge in e.
Atoms and positions in Å:
Zr1 -1.536 1.101 -0.760  1.6882
N1 -1.657 3.022 -0.054  -0.4109
S1 -2.636 4.207 0.357  0.5314
O1 -2.967 5.323 -0.548  -0.2132
O2 -2.693 4.421 1.794  -0.2440
F1 -3.926 3.245 0.244  -0.2016
S2 -0.303 4.186 0.030  0.5946
O3 0.032 4.805 1.286  -0.1866
O4 -0.105 4.844 -1.223  -0.2011
F2 0.740 3.019 -0.065  -0.1840
N2 -0.560 1.752 -2.459  -0.4112
S3 -1.356 2.755 -3.715  0.6265
O5 -2.219 2.069 -4.623  -0.2070
O6 -0.724 3.990 -4.081  -0.2000
F3 -2.458 3.325 -2.698  -0.1943
S4 0.939 1.916 -3.138  0.5164
O7 1.657 3.126 -2.894  -0.2071
O8 1.008 1.222 -4.370  -0.2162
F4 1.594 0.895 -2.097  -0.1821
B1 -0.022 0.165 0.610  -0.4441
H1 0.820 -0.399 1.064  0.0348
H2 0.281 0.728 -0.272  -0.0571
H3 -0.837 -0.475 0.267  -0.0393
H4 -0.430 0.893 1.318  0.0114
B2 -3.426 0.326 -1.660  -0.3811
H5 -2.846 -0.324 -1.003  -0.0243
H6 -2.694 0.493 -2.454  -0.0297
H7 -4.367 -0.030 -2.129  0.0554
H8 -3.585 1.287 -1.162  -0.0187
C1 1.415 -4.604 -1.283  -0.0357
C2 0.802 -3.181 -1.326  -0.1648
O9 0.206 -3.048 -2.622  0.0674
C3 -0.528 -1.980 -2.919  -0.2714
O10 -0.731 -1.011 -2.178  0.0399
C4 -1.154 -1.963 -4.328  -0.5640
F5 -0.557 -2.834 -5.164  0.1693
F6 -2.454 -2.219 -4.247  0.1904
F7 -1.099 -0.804 -4.913  0.2050
H9 1.642 -4.914 -0.264  0.0713
H10 2.230 -4.686 -2.001  0.0825
H11 0.677 -5.337 -1.612  0.0823
H12 1.527 -2.392 -1.128  0.1145
H13 0.075 -3.109 -0.516  0.1178
C5 -1.594 -2.362 1.961  -0.0597
C6 -2.102 -1.324 2.924  -0.1574
O11 -3.460 -1.017 2.571  0.0546
C7 -3.678 0.116 1.833  -0.1996
O12 -2.828 0.732 1.137  -0.0504
C8 -5.165 0.439 1.778  -0.5596
F8 -5.368 1.734 1.832  0.1982
F9 -5.667 0.106 0.584  0.1911
F10 -5.783 -0.113 2.823  0.1908
H14 -1.777 -2.208 0.897  0.0690
H15 -1.971 -3.374 2.117  0.0921
H16 -0.512 -2.499 2.013  0.0728
H17 -1.529 -0.398 2.897  0.1167
H18 -2.129 -1.718 3.938  0.1390
C9 4.477 -2.576 -0.345  -0.1204
C10 3.921 -1.393 0.428  -0.2118
O13 4.084 -1.685 1.798  -0.2010
S5 3.539 -3.215 2.020  0.6866
O14 2.132 -3.288 1.910  -0.2300
O15 4.317 -3.792 3.087  -0.2092
O16 4.160 -3.680 0.549  -0.2215
H19 5.549 -2.447 -0.498  0.1323
H20 4.065 -2.868 -1.310  0.1237
H21 2.866 -1.130 0.309  0.1009
H22 4.313 -0.451 0.043  0.1350
C11 2.131 1.874 3.593  -0.2021
C12 2.797 0.560 3.337  -0.1483
O17 3.942 0.935 2.520  -0.2203
S6 3.834 2.442 1.752  0.7570
O18 3.825 2.409 0.305  -0.2265
O19 4.768 3.381 2.389  -0.2475
O20 2.392 2.713 2.503  -0.2164
H23 2.520 2.377 4.481  0.1351
H24 1.049 1.899 3.724  0.1390
H25 2.101 -0.043 2.754  0.0949
H26 3.006 0.060 4.281  0.1439

no.,strongest force on any atom (hartree/bohr)
1,0.080
2,0.177